No. 1
{"formula": "C20H26Al2BBeClCsF13LiNO13S2", "method": "ωB97M-V/def2-TZVPD", "symbols": ["C", "C", "C", "C", "Al", "F", "Cl", "C", "C", "C", "C", "C", "F", "F", "C", "F", "F", "S", "F", "F", "F", "F", "F", "H", "H", "H", "H", "H", "H", "H", "H", "H", "H", "H", "H", "H", "H", "H", "H", "H", "Al", "O", "H", "C", "C", "C", "O", "C", "C", "C", "O", "O", "O", "H", "H", "Li", "Cs", "N", "O", "O", "O", "C", "S", "O", "C", "H", "H", "H", "H", "H", "H", "Be", "B", "O", "C", "O", "C", "O", "O", "F", "F", "F"], "coordinates": [[3.844, -0.711, 0.862], [3.668, -1.189, -0.604], [2.236, -1.629, -0.939], [4.133, -0.218, -1.716], [2.856, 1.326, -1.997], [3.874, 2.806, -2.091], [1.889, 1.140, -4.035], [1.492, 1.589, -0.539], [0.028, 1.805, -1.014], [-0.619, 0.520, -1.608], [-1.651, -0.173, -0.674], [-3.081, 0.335, -0.889], [-3.582, 0.005, -2.079], [-2.977, 1.696, -0.920], [-4.044, 0.048, 0.297], [-5.010, 1.054, 0.311], [-3.426, 0.179, 1.441], [-4.946, -1.599, 0.302], [-6.071, -0.899, 1.324], [-4.168, -2.050, 1.621], [-3.850, -2.310, -0.567], [-5.828, -1.182, -0.942], [-5.753, -2.942, 0.389], [4.931, -0.643, 1.072], [3.416, 0.279, 1.062], [3.391, -1.446, 1.542], [4.322, -2.076, -0.672], [1.457, -1.084, -0.402], [2.107, -2.686, -0.659], [2.116, -1.492, -2.039], [5.190, 0.168, -1.528], [4.190, -0.759, -2.689], [1.492, 0.805, 0.232], [1.788, 2.515, -0.012], [-0.072, 2.673, -1.677], [-0.563, 2.068, -0.117], [-1.176, 0.826, -2.509], [0.157, -0.178, -1.944], [-1.313, -0.016, 0.358], [-1.596, -1.256, -0.855], [-6.828, 1.451, 1.541], [4.159, 4.732, -4.742], [4.268, 3.963, -4.135], [3.297, 3.777, 4.160], [2.340, 4.380, 5.023], [1.115, 3.520, 5.293], [0.229, 3.837, 6.059], [1.006, 2.253, 4.583], [1.952, 1.666, 3.718], [3.224, 2.478, 3.533], [4.171, 2.083, 2.877], [1.844, 0.598, 3.125], [2.422, 5.476, 5.541], [4.207, 4.320, 3.923], [0.076, 1.731, 4.773], [1.933, -1.620, -3.827], [2.372, -4.454, -4.718], [5.730, -7.896, -6.751], [6.527, -8.563, -7.419], [5.166, -6.893, -7.257], [5.476, -8.208, -5.564], [-4.003, 4.202, 2.485], [-2.558, 4.073, 3.551], [-1.688, 3.013, 2.975], [-3.423, 3.355, 4.955], [-3.684, 4.596, 1.522], [-4.439, 3.209, 2.348], [-4.730, 4.881, 2.931], [-3.909, 2.425, 4.654], [-4.162, 4.065, 5.328], [-2.693, 3.149, 5.733], [5.450, 1.046, -0.196], [-4.322, -5.213, -1.307], [-3.135, -5.065, -0.415], [-2.058, -5.113, -1.162], [-0.923, -5.015, -0.760], [-2.467, -5.297, -2.609], [-1.702, -5.368, -3.541], [-3.770, -5.354, -2.689], [-5.129, -4.071, -1.225], [-5.048, -6.343, -0.961], [4.857, 4.895, -6.445]], "spin_multiplicity": 1, "lumo_ha": -0.16639, "de_lowest_kj_mol": 0.0, "e_homo_ev": -6.84, "energy_ev": -133799.998}

***

No. 2
{"formula": "C23H29N3O3", "method": "ωB97M-V/def2-TZVPD", "symbols": ["C", "N", "C", "O", "C", "C", "C", "C", "N", "C", "C", "C", "C", "C", "C", "N", "C", "C", "O", "H", "H", "H", "H", "H", "H", "H", "H", "H", "H", "H", "H", "H", "H", "H", "H", "H", "C", "C", "O", "C", "C", "C", "C", "C", "C", "C", "H", "H", "H", "H", "H", "H", "H", "H", "H", "H", "H", "H"], "coordinates": [[5.578, 3.028, 0.851], [4.299, 2.801, 1.524], [3.063, 3.225, 1.226], [2.216, 3.084, 2.100], [2.692, 3.982, -0.085], [1.198, 3.892, -0.479], [0.745, 2.644, -1.183], [0.603, 2.517, -2.524], [0.239, 1.222, -2.835], [0.125, 0.444, -1.705], [-0.208, -0.904, -1.509], [-0.269, -1.406, -0.199], [-0.018, -0.555, 0.891], [0.316, 0.796, 0.679], [0.415, 1.331, -0.625], [3.530, 3.774, -1.283], [3.882, 2.602, -1.820], [4.605, 2.676, -3.144], [3.678, 1.513, -1.306], [6.385, 2.977, 1.583], [5.600, 4.011, 0.379], [5.748, 2.251, 0.104], [4.334, 2.292, 2.394], [2.845, 5.021, 0.199], [0.579, 4.028, 0.408], [0.979, 4.736, -1.135], [0.780, 3.308, -3.239], [0.093, 0.890, -3.776], [-0.419, -1.547, -2.349], [-0.518, -2.442, -0.029], [-0.074, -0.943, 1.898], [0.506, 1.435, 1.526], [3.781, 4.597, -1.804], [4.790, 1.663, -3.499], [5.551, 3.195, -3.013], [3.984, 3.203, -3.865], [-5.673, -3.241, 2.698], [-4.262, -3.418, 3.252], [-3.981, -4.814, 3.351], [-3.204, -2.695, 2.397], [-3.155, -3.129, 0.945], [-3.729, -2.330, -0.056], [-3.637, -2.697, -1.404], [-2.966, -3.869, -1.766], [-2.394, -4.675, -0.777], [-2.490, -4.307, 0.570], [-5.772, -3.735, 1.726], [-6.402, -3.681, 3.385], [-5.906, -2.179, 2.576], [-4.232, -2.987, 4.258], [-3.083, -4.955, 3.692], [-3.399, -1.619, 2.441], [-2.219, -2.854, 2.846], [-4.238, -1.408, 0.210], [-4.080, -2.066, -2.168], [-2.892, -4.154, -2.811], [-1.875, -5.588, -1.052], [-2.042, -4.939, 1.329]], "spin_multiplicity": 1, "lumo_ha": 0.01830, "de_lowest_kj_mol": 222.7, "e_homo_ev": -7.48, "smiles": "CNC(=O)[C@H](Cc1c[nH]c2ccccc12)NC(C)=O.C[C@@H](O)Cc1ccccc1", "energy_ev": -34935.370}

***

No. 3
{"formula": "C3H5NS", "method": "ωB97M-V/def2-TZVPD", "symbols": ["C", "C", "C", "H", "H", "H", "H", "H", "N", "S"], "coordinates": [[-0.832, -0.022, 0.141], [0.111, -1.051, -0.027], [1.514, -0.596, 0.074], [-1.541, 1.853, -0.328], [-0.078, 1.999, 0.459], [-0.160, -2.132, -0.046], [2.234, -1.487, -0.346], [1.748, 0.747, 0.139], [-0.657, 1.346, -0.088], [-2.339, -0.657, 0.024]], "spin_multiplicity": 1, "lumo_ha": -0.02642, "de_lowest_kj_mol": 280.3, "e_homo_ev": -8.43, "energy_ev": -15513.967}

***

No. 4
{"formula": "C22H62N6O7", "method": "ωB97M-V/def2-TZVPD", "symbols": ["N", "H", "H", "H", "H", "C", "C", "O", "O", "H", "H", "H", "C", "C", "C", "O", "C", "N", "H", "H", "H", "H", "H", "H", "H", "H", "H", "H", "H", "C", "C", "C", "O", "C", "N", "H", "H", "H", "H", "H", "H", "H", "H", "H", "H", "H", "C", "C", "C", "O", "C", "N", "H", "H", "H", "H", "H", "H", "H", "H", "H", "H", "H", "C", "C", "C", "O", "C", "N", "H", "H", "H", "H", "H", "H", "H", "H", "H", "H", "H", "C", "C", "C", "O", "C", "N", "H", "H", "H", "H", "H", "H", "H", "H", "H", "H", "H"], "coordinates": [[13.390, 10.954, -11.201], [12.482, 11.396, -11.177], [13.238, 9.955, -11.199], [13.927, 11.316, -10.427], [13.902, 11.275, -12.010], [11.804, 6.699, -11.387], [12.721, 7.836, -11.606], [12.816, 8.389, -12.704], [13.358, 8.232, -10.614], [12.355, 5.854, -10.973], [11.317, 6.232, -12.244], [10.934, 7.018, -10.814], [16.982, 9.070, -11.725], [16.843, 8.863, -10.160], [17.234, 7.479, -9.658], [18.509, 7.093, -10.181], [18.968, 5.733, -10.005], [17.730, 9.854, -9.533], [16.293, 8.426, -12.272], [17.979, 8.821, -12.088], [16.756, 10.105, -11.982], [15.816, 9.129, -9.910], [16.423, 6.907, -10.109], [17.199, 7.401, -8.571], [18.645, 5.438, -9.007], [20.058, 5.711, -10.013], [18.475, 5.176, -10.802], [17.809, 9.794, -8.528], [18.667, 9.683, -9.870], [15.567, 14.075, -14.197], [14.362, 13.226, -14.798], [14.542, 12.952, -16.365], [13.366, 12.204, -16.749], [13.027, 12.241, -18.146], [14.357, 11.941, -14.129], [15.663, 14.076, -13.111], [15.338, 15.100, -14.489], [16.540, 13.900, -14.655], [13.448, 13.806, -14.672], [15.359, 12.244, -16.509], [14.714, 13.971, -16.710], [12.186, 11.653, -18.515], [13.901, 11.732, -18.553], [12.950, 13.283, -18.458], [15.325, 11.656, -14.099], [14.011, 11.271, -14.801], [10.266, 10.513, -9.853], [10.411, 11.983, -9.839], [11.116, 12.441, -8.561], [10.586, 11.846, -7.332], [9.284, 12.383, -6.859], [11.103, 12.535, -11.071], [11.259, 10.063, -9.856], [9.789, 10.263, -10.801], [9.747, 10.066, -9.005], [9.334, 12.152, -9.842], [10.966, 13.512, -8.424], [12.199, 12.377, -8.452], [9.550, 13.377, -6.500], [9.004, 11.699, -6.058], [8.552, 12.436, -7.664], [10.880, 13.514, -10.966], [10.614, 12.195, -11.887], [10.741, 11.105, -16.057], [9.931, 10.581, -14.917], [9.376, 9.064, -15.199], [8.374, 8.817, -14.255], [7.064, 9.399, -14.414], [10.630, 10.691, -13.636], [11.067, 12.144, -15.998], [10.149, 11.052, -16.970], [11.639, 10.490, -15.995], [9.085, 11.213, -14.647], [10.127, 8.335, -14.895], [9.063, 8.684, -16.172], [7.079, 10.479, -14.261], [6.276, 9.171, -13.697], [6.836, 9.154, -15.451], [10.174, 10.015, -13.041], [11.567, 10.350, -13.799], [14.481, 10.942, -7.614], [15.142, 12.219, -8.045], [16.276, 12.596, -7.076], [16.920, 13.907, -7.414], [16.099, 14.990, -7.072], [15.442, 12.073, -9.476], [15.155, 10.108, -7.418], [13.841, 10.511, -8.384], [13.802, 11.195, -6.799], [14.368, 12.982, -7.968], [16.965, 11.765, -7.225], [15.950, 12.604, -6.036], [15.221, 15.077, -7.712], [16.708, 15.893, -7.131], [15.744, 14.929, -6.043], [15.944, 12.942, -9.597], [16.057, 11.312, -9.728]], "spin_multiplicity": 2, "total_charge": 1, "lumo_ha": [-0.06234, -0.25592], "e_homo_ev": [-11.36, -11.36], "energy_ev": -47080.385}